The following is a quantum chemistry calculation of a cluster of 6 separate species, C24H63N3O9 in total at a distorted geometry, from OMol25.

The value obtained for the HOMO-LUMO gap is 9.603 eV. The value obtained for the energy relative to the best compared isomer or geometry (same formula, charge and spin) is 6.8 kcal/mol. Its SMILES is COCCNCCOC.COCCNCCOC.COCCNCCOC.CCO.CCO.CCO. The multiplicity is 1.

Atoms and positions in Å:
C  4.58804  -0.29931  1.09409
O  4.73234  -1.30369  0.13906
C  3.83371  -2.40426  0.24954
C  3.93802  -3.12765  -1.08756
N  3.17514  -2.46073  -2.15992
C  3.40438  -3.15364  -3.40686
C  2.48206  -2.59971  -4.47181
O  1.15035  -2.83110  -4.04121
C  0.19673  -2.59234  -5.06395
H  5.09062  -0.56864  2.04265
H  3.55616  -0.06785  1.37935
H  5.09849  0.61369  0.78747
H  2.81423  -2.04256  0.42246
H  4.17863  -3.04363  1.06675
H  3.60022  -4.16564  -0.94831
H  4.99562  -3.18785  -1.34207
H  2.21307  -2.57117  -1.84817
H  3.24119  -4.24158  -3.35445
H  4.43275  -3.02107  -3.75280
H  2.60744  -3.10142  -5.43745
H  2.67951  -1.52234  -4.54836
H  0.25640  -3.39062  -5.80958
H  0.33464  -1.57351  -5.43816
H  -0.79470  -2.63914  -4.61200
C  -2.64852  2.49043  3.14771
O  -2.51269  3.56213  2.21719
C  -2.12289  3.13260  0.90988
C  -2.41830  4.29172  -0.03965
N  -1.68205  5.47817  0.35926
C  -2.01194  6.60492  -0.52901
C  -1.33080  7.85950  -0.03441
O  -1.86043  8.16463  1.24713
C  -1.11137  9.14960  1.92975
H  -2.15384  1.56798  2.82995
H  -3.71715  2.31159  3.27775
H  -2.13368  2.81058  4.05385
H  -2.63069  2.22643  0.58217
H  -1.03597  3.03157  0.98707
H  -3.50762  4.42985  0.00802
H  -2.11355  4.01544  -1.05020
H  -1.96076  5.80138  1.28391
H  -3.08205  6.74723  -0.70573
H  -1.51148  6.36771  -1.47729
H  -1.47488  8.70788  -0.71513
H  -0.24753  7.71266  0.05093
H  -1.32125  10.15700  1.55707
H  -0.04049  8.95192  1.80466
H  -1.35624  9.06480  2.98595
C  -2.77304  -1.71241  2.45479
O  -1.64613  -2.37079  1.93437
C  -1.40914  -3.65240  2.48494
C  -2.07313  -4.69701  1.61433
N  -1.79583  -6.05062  2.09239
C  -2.54705  -7.14165  1.45125
C  -4.05689  -7.03576  1.68319
O  -4.26441  -7.25205  3.07780
C  -5.65383  -7.27343  3.37724
H  -3.11030  -0.89048  1.83127
H  -2.58266  -1.29679  3.45461
H  -3.59957  -2.40642  2.64736
H  -1.71608  -3.69161  3.53603
H  -0.32787  -3.80897  2.50541
H  -1.71558  -4.65958  0.58122
H  -3.14807  -4.47729  1.55493
H  -2.03531  -6.09060  3.08062
H  -2.23425  -8.05275  1.95601
H  -2.30468  -7.09798  0.38957
H  -4.62168  -7.77343  1.10204
H  -4.48653  -6.05836  1.44725
H  -5.73323  -7.43878  4.45064
H  -6.18013  -8.12356  2.92763
H  -6.07063  -6.32550  3.02683
C  4.50123  2.39002  -2.13354
C  4.32458  0.94427  -2.50008
O  3.14498  0.46707  -1.87528
H  5.44959  2.82056  -2.46766
H  4.34536  2.58204  -1.07373
H  3.78956  3.03094  -2.67180
H  5.15956  0.38125  -2.05567
H  4.25523  0.79927  -3.58405
H  3.09970  -0.50484  -1.88894
C  1.49553  3.42289  -0.59836
C  2.00996  4.82276  -0.29163
O  1.25348  5.38818  0.78593
H  0.51512  3.47966  -1.08208
H  1.48354  2.72630  0.23791
H  2.10097  2.89903  -1.35237
H  1.89054  5.46921  -1.16638
H  3.04690  4.75822  0.03556
H  0.31782  5.35422  0.50923
C  -0.24215  -1.07894  -1.40488
C  0.07956  0.06047  -0.44068
O  -0.86793  0.08707  0.61869
H  -1.23067  -0.94134  -1.85055
H  -0.36941  -1.98213  -0.78865
H  0.50715  -1.37285  -2.13732
H  0.14013  1.01066  -0.96654
H  1.05614  -0.15638  0.01495
H  -0.98932  -0.82136  0.92673

Forces on atoms 1 to 6 (eV/Å):
C 0.4 0.2 1.4
O -0.3 0.1 -0.4
C 0.9 0.6 -0.7
C -0.1 -0.2 0.5
N 0.6 -0.5 1.3
C -0.5 -0.2 -1.0

Want to see where the charge sits? The Löwdin charges in e are: -0.124 -0.202 -0.194 -0.190 -0.053 -0.213 -0.220 -0.224 -0.098 0.087 0.086 0.084 0.116 0.125 0.121 0.124 0.099 0.125 0.128 0.123 0.125 0.089 0.093 0.086 -0.093 -0.200 -0.213 -0.207 -0.065 -0.198 -0.230 -0.194 -0.105 0.069 0.085 0.086 0.117 0.113 0.122 0.118 0.119 0.122 0.122 0.125 0.113 0.086 0.088 0.087 -0.108 -0.220 -0.204 -0.213 -0.069 -0.180 -0.232 -0.206 -0.106 0.086 0.094 0.088 0.129 0.129 0.126 0.103 0.102 0.118 0.117 0.121 0.104 0.088 0.086 0.087 -0.104 -0.319 -0.118 0.077 0.068 0.072 0.109 0.108 0.031 -0.101 -0.298 -0.115 0.066 0.080 0.038 0.107 0.104 0.026 -0.067 -0.295 -0.097 0.081 0.072 0.044 0.098 0.097 0.035